Arrangement w

Molecular formula: C5H11N
Method: DFT, ωB97M-V with the def2-TZVPD basis set

The geometry in ORCA input format:
```
! RIJCOSX wB97M-V def2-TZVPD def2/J DEFGRID3
* xyz 0 1
H 0.431 -0.756 -1.848
H 0.563 2.682 0.401
H -1.191 -0.829 1.979
H -0.756 -0.059 -2.934
H 0.530 1.734 2.087
H -1.367 -1.831 0.508
C 0.211 0.646 0.305
H 0.739 0.729 -2.802
C 0.588 -0.757 0.818
C -0.678 -1.509 1.294
H -0.400 -2.478 1.745
H 0.903 -1.188 -0.142
N -0.495 0.793 -0.922
H -1.000 1.659 -0.912
C 0.520 1.761 1.003
C 0.026 0.237 -2.133
H 1.374 -0.834 1.553
*
```

Summary:
Gap between HOMO and LUMO = 0.3394 Ha
E_HOMO = -8.17 eV
SMILES = C=C(CC)NC
Lowest unoccupied orbital energy = 1.07 eV


Arrangement x

Molecular formula: C5H11N
Method: DFT, ωB97M-V with the def2-TZVPD basis set

The geometry in ORCA input format:
```
! RIJCOSX wB97M-V def2-TZVPD def2/J DEFGRID3
* xyz 0 1
H -2.024 -1.160 -1.264
H -0.426 -1.936 -1.326
H 0.654 -1.862 1.385
H 1.233 1.899 -0.468
C 1.341 -1.206 0.847
H 1.929 1.504 1.156
H -1.781 1.472 -1.295
H -0.662 2.656 -0.585
H -1.387 -1.982 0.164
C -1.194 1.728 -0.422
N -0.553 -0.095 -0.268
H -1.756 1.727 0.505
C 1.160 1.293 0.422
C -1.112 -1.359 -0.697
C 0.645 0.010 0.284
H 2.138 -0.904 1.524
H 1.794 -1.784 0.038
*
```

Summary:
Gap between HOMO and LUMO = 0.2765 Ha
E_HOMO = -6.82 eV
Lowest unoccupied orbital energy = 0.71 eV


Arrangement y

Molecular formula: C5H11N
Method: DFT, ωB97M-V with the def2-TZVPD basis set

The geometry in ORCA input format:
```
! RIJCOSX wB97M-V def2-TZVPD def2/J DEFGRID3
* xyz 0 1
C -1.089 -1.605 0.178
N 1.193 -0.394 0.326
H -2.085 -1.383 0.572
H -0.739 -2.526 0.671
C 1.729 0.494 -0.671
H -1.185 -1.828 -0.890
H 2.623 1.016 -0.311
H 0.851 -0.377 2.439
H 0.829 1.125 -0.893
C -0.220 -0.365 0.331
H 0.429 1.220 1.658
H 1.971 -0.087 -1.569
H -0.697 1.981 -1.132
C 0.553 0.145 1.519
H -1.785 1.193 -0.068
H -1.302 0.447 -1.631
C -0.963 0.955 -0.721
*
```

Summary:
Gap between HOMO and LUMO = 0.3710 Ha
E_HOMO = -9.06 eV
SMILES = CN1CC1(C)C
Lowest unoccupied orbital energy = 1.04 eV


Energetically preferred structure: arrangement w | next structure: +0.0587 hartree


Arrangement w

Molecular formula: C5H11N
Method: DFT, ωB97M-V with the def2-TZVPD basis set

The geometry in ORCA input format:
```
! RIJCOSX wB97M-V def2-TZVPD def2/J DEFGRID3
* xyz 0 1
C -0.367 0.372 -0.742
C 0.828 -0.451 1.300
H 1.429 1.131 -0.119
H -0.052 0.012 1.752
C -0.671 -0.221 -1.903
H -0.445 2.411 -0.168
N 0.713 -1.914 1.145
H -1.693 -0.406 -2.218
H 1.705 -0.174 1.882
C 0.994 0.120 -0.116
H 1.676 -0.500 -0.694
H -1.414 1.404 0.838
H 0.000 -2.026 0.428
H 0.140 -0.712 -2.430
C -1.123 1.559 -0.211
H -2.056 1.705 -0.744
H 0.335 -2.310 1.999
*
```

Summary:
Gap between HOMO and LUMO = 0.3663 Ha
E_HOMO = -8.97 eV
SMILES = C=C(C)CCN
Lowest unoccupied orbital energy = 1.00 eV


Arrangement x

Molecular formula: C5H11N
Method: DFT, ωB97M-V with the def2-TZVPD basis set

The geometry in ORCA input format:
```
! RIJCOSX wB97M-V def2-TZVPD def2/J DEFGRID3
* xyz 0 1
H 0.782 2.015 0.236
H -1.192 1.277 2.060
N 0.209 1.215 0.448
C 0.831 -1.918 -0.313
H 0.363 2.012 2.347
H 0.291 0.310 2.369
H 1.379 -1.662 -1.228
H -0.981 -1.409 -1.141
H 1.487 -1.778 0.538
H -0.950 -1.056 0.631
H 0.549 -2.950 -0.505
H -0.584 2.033 -1.941
C -0.253 0.466 -0.618
H -0.916 0.315 -2.584
C -0.491 0.961 -1.830
C -0.398 -1.008 -0.313
C -0.126 1.178 1.843
*
```

Summary:
Gap between HOMO and LUMO = 0.3291 Ha
E_HOMO = -7.90 eV
SMILES = C=C(CC)NC
Lowest unoccupied orbital energy = 1.05 eV


Energetically preferred structure: arrangement x | next structure: +0.0019 hartree


Arrangement w

Molecular formula: C2H8Si
Method: DFT, ωB97M-V with the def2-TZVPD basis set

The geometry in ORCA input format:
```
! RIJCOSX wB97M-V def2-TZVPD def2/J DEFGRID3
* xyz 0 1
H 1.238 -0.914 -0.909
H -1.545 -1.137 -0.976
C 1.234 -0.550 0.034
H -3.068 0.886 -0.138
Si -1.894 0.002 -0.021
H 0.492 -1.201 0.498
H 2.224 -0.661 0.579
H -1.470 -0.466 1.319
H 1.089 1.453 -0.928
H 1.038 1.362 0.987
C 0.795 0.898 0.015
*
```

Summary:
Gap between HOMO and LUMO (spin up / spin down) = 0.2869 / 0.2869 Ha
E_HOMO (spin up / spin down) = -7.79 / -7.79 eV
Lowest unoccupied orbital energy (spin up / spin down) = 0.01 / 0.01 eV


Arrangement x

Molecular formula: C2H8Si
Method: DFT, ωB97M-V with the def2-TZVPD basis set

The geometry in ORCA input format:
```
! RIJCOSX wB97M-V def2-TZVPD def2/J DEFGRID3
* xyz 0 1
H 1.945 -0.096 0.396
H -2.152 -1.294 -1.071
H -0.335 -2.205 -0.469
H 1.700 1.674 0.487
H -1.194 -0.790 1.426
H 0.045 0.509 -1.834
C -0.172 0.591 -0.655
C 1.235 0.712 0.677
H -0.697 1.513 -0.550
Si -1.173 -1.001 -0.043
H 0.798 0.386 1.635
*
```

Summary:
Gap between HOMO and LUMO = 0.4056 Ha
E_HOMO = -9.88 eV
Lowest unoccupied orbital energy = 1.15 eV


Energetically preferred structure: arrangement x | next structure: +0.0445 hartree


Arrangement w

Molecular formula: C5H11NO3
Method: DFT, ωB97M-V with the def2-TZVPD basis set

The geometry in ORCA input format:
```
! RIJCOSX wB97M-V def2-TZVPD def2/J DEFGRID3
* xyz 0 1
C 2.062 -0.838 0.411
H 2.127 0.244 0.479
C 0.700 -1.293 -0.050
H 2.802 -1.198 -0.302
H -2.337 1.564 -1.605
H -0.609 2.804 -0.417
H 2.262 -1.271 1.391
O -1.595 -1.434 0.676
N -0.487 -0.609 0.718
C -1.786 0.652 -1.405
H 0.273 -0.185 -1.107
O -0.214 -0.258 2.063
O 0.457 -2.444 -0.407
C 0.088 1.969 -0.350
C -0.598 0.715 -0.799
H 0.432 1.901 0.685
H -1.075 0.025 2.413
H -2.244 -0.282 -1.690
H 0.960 2.192 -0.964
H -1.218 -2.255 0.259
*
```

Summary:
Gap between HOMO and LUMO = 0.2791 Ha
E_HOMO = -7.54 eV
SMILES = CC(=O)N(O)O.C=CC
Lowest unoccupied orbital energy = 0.05 eV


Arrangement x

Molecular formula: C5H11NO3
Method: DFT, ωB97M-V with the def2-TZVPD basis set

The geometry in ORCA input format:
```
! RIJCOSX wB97M-V def2-TZVPD def2/J DEFGRID3
* xyz 0 1
O -2.658 -2.304 1.018
H 0.958 1.670 -2.050
H 1.166 1.371 1.563
H 0.547 -0.224 2.296
N 0.545 0.706 -0.223
C 0.527 0.673 -1.624
H 0.475 2.609 0.731
H -2.145 -1.716 0.407
H 2.104 2.126 0.096
C -0.235 -0.255 0.372
C 1.177 1.785 0.551
C -0.466 -0.292 1.830
C 1.206 -0.506 -2.347
H -2.761 -3.202 0.675
H -0.908 -1.190 2.266
H -0.978 0.613 2.204
O -0.928 -0.963 -0.379
H -0.389 0.951 -2.188
O 1.032 -0.658 -3.520
H 1.731 -1.196 -1.677
*
```

Summary:
Gap between HOMO and LUMO = 0.3760 Ha
E_HOMO = -9.69 eV
SMILES = CC(=O)N(C)CC=O.O
Lowest unoccupied orbital energy = 0.54 eV


Arrangement y

Molecular formula: C5H11NO3
Method: DFT, ωB97M-V with the def2-TZVPD basis set

The geometry in ORCA input format:
```
! RIJCOSX wB97M-V def2-TZVPD def2/J DEFGRID3
* xyz 0 1
C 1.798 0.202 -1.787
H -0.169 0.916 -1.764
H 1.543 2.401 1.799
C -1.938 -0.613 1.485
C -0.272 -1.093 -0.919
H 0.135 2.333 1.336
H -0.084 -2.078 -1.369
C 0.328 -0.061 -1.856
N 0.242 -1.014 0.438
H 1.236 -0.848 0.442
O 2.551 -0.377 -1.044
H -2.096 -1.691 1.584
H -2.587 -0.199 0.713
H -2.273 -0.237 2.456
H 2.205 0.897 -2.555
H 0.110 -0.338 -2.885
O 0.937 2.848 1.175
O 0.138 0.314 2.251
C -0.454 -0.360 1.430
H -1.350 -1.003 -0.927
*
```

Summary:
Gap between HOMO and LUMO = 0.3828 Ha
E_HOMO = -9.75 eV
SMILES = CC(=O)NCCC=O.O
Lowest unoccupied orbital energy = 0.67 eV


Energetically preferred structure: arrangement y | next structure: +0.0379 hartree


Arrangement w

Molecular formula: C5H11NO3
Method: DFT, ωB97M-V with the def2-TZVPD basis set

The geometry in ORCA input format:
```
! RIJCOSX wB97M-V def2-TZVPD def2/J DEFGRID3
* xyz 0 1
H 2.420 0.619 -0.349
C -0.862 1.072 0.415
C -2.165 0.479 -0.073
H 1.107 -2.296 -1.080
H -2.138 -0.609 -0.136
O 2.133 0.071 -1.121
N 1.459 0.889 1.236
H 0.437 -1.527 -2.513
H -2.387 0.888 -1.061
H 0.094 0.677 -1.361
H -2.966 0.748 0.622
H -0.611 -1.847 -1.122
C 0.380 0.126 0.601
H 1.902 0.286 1.926
C 0.770 -0.180 -0.872
O 0.116 -1.017 1.373
H 1.024 1.683 1.719
C 0.392 -1.539 -1.420
H -0.230 -0.699 2.222
O -0.873 2.177 0.993
*
```

Summary:
Gap between HOMO and LUMO = 0.3830 Ha
E_HOMO = -9.89 eV
SMILES = CC(=O)[C@@](N)(O)[C@H](C)O
Lowest unoccupied orbital energy = 0.53 eV


Arrangement x

Molecular formula: C5H11NO3
Method: DFT, ωB97M-V with the def2-TZVPD basis set

The geometry in ORCA input format:
```
! RIJCOSX wB97M-V def2-TZVPD def2/J DEFGRID3
* xyz 0 1
H 0.059 -2.445 0.086
H 0.679 -2.441 -1.508
N 0.031 -0.551 -0.882
C 0.150 0.439 0.070
O -0.467 1.618 -0.309
O -1.018 -1.398 1.821
C 1.025 0.115 -2.242
H -0.939 1.567 2.612
H 0.675 -0.471 -3.092
H 2.075 -0.054 -2.001
C -0.930 -0.246 1.453
H -2.385 1.304 1.579
C -1.654 0.831 2.239
H 1.370 1.669 0.794
H 1.676 -1.735 -0.203
H -1.078 1.338 -1.012
O 1.399 0.730 0.555
C 0.661 -1.839 -0.594
H -2.192 0.396 3.086
H 0.863 1.172 -2.450
*
```

Summary:
Gap between HOMO and LUMO = 0.3279 Ha
E_HOMO = -8.23 eV
SMILES = CC(=O)C(O)(O)N(C)C
Lowest unoccupied orbital energy = 0.69 eV


Energetically preferred structure: arrangement w | next structure: +0.0616 hartree


Arrangement w

Molecular formula: C5H11NO3
Method: DFT, ωB97M-V with the def2-TZVPD basis set

The geometry in ORCA input format:
```
! RIJCOSX wB97M-V def2-TZVPD def2/J DEFGRID3
* xyz 0 1
O -0.989 1.537 1.595
C 0.967 -0.895 -0.016
C 0.032 1.078 1.119
H 1.917 -0.472 -0.363
O -0.453 -1.156 1.970
H -0.635 1.517 -1.800
C -1.423 -0.901 -0.876
H 0.877 2.732 1.255
H -1.597 -1.544 -0.012
C 0.154 0.760 -1.819
H 1.128 1.229 -1.664
N -0.117 -0.250 -0.806
H -2.212 -0.149 -0.956
H -1.436 -1.564 -1.745
H 1.604 -0.933 2.051
H 0.882 -1.975 -0.205
H 0.168 0.292 -2.807
H -0.722 -0.629 2.739
O 1.091 1.860 0.870
C 0.764 -0.536 1.472
*
```

Summary:
Gap between HOMO and LUMO = 0.3314 Ha
E_HOMO = -8.31 eV
SMILES = CN(C)C[C@H](O)C(=O)O
Lowest unoccupied orbital energy = 0.71 eV


Arrangement x

Molecular formula: C5H11NO3
Method: DFT, ωB97M-V with the def2-TZVPD basis set

The geometry in ORCA input format:
```
! RIJCOSX wB97M-V def2-TZVPD def2/J DEFGRID3
* xyz 0 1
H -2.874 1.864 0.855
O 0.898 -2.325 -1.414
C 1.046 -0.342 -0.031
H 0.897 -2.454 0.679
C -0.483 2.222 -0.122
H 1.593 1.077 1.125
H 1.396 -0.125 -1.897
H 0.984 -3.280 -1.508
H 0.488 2.339 -0.570
H -3.003 0.245 0.167
C -2.381 0.898 0.778
H 2.455 -2.013 -0.074
C -1.019 1.042 0.168
H -1.057 3.127 -0.019
H -2.308 0.461 1.775
H -0.873 -1.012 0.278
O 1.671 0.316 -1.081
C 1.367 -1.917 -0.152
N -0.372 -0.233 -0.119
O 1.578 0.110 1.161
*
```

Summary:
Gap between HOMO and LUMO = 0.3355 Ha
E_HOMO = -8.44 eV
SMILES = C=C(C)NC(O)(O)CO
Lowest unoccupied orbital energy = 0.69 eV


Energetically preferred structure: arrangement x | next structure: +0.0564 hartree